(1)
Entry from OMol25: C13H25FeO as an isolated structure at a distorted geometry (ωB97M-V/def2-TZVPD).

Each line ends with the Mulliken spin population.
Cartesian coordinates (Å):
1 H -2.62039 2.47819 -1.00589  0.003
2 H 0.59874 -2.92370 -2.37087  0.014
3 C 0.66415 -0.04091 -1.38475  0.128
4 H -2.04415 2.19248 2.01869  0.000
5 O -2.12800 1.26792 1.72874  0.023
6 H -3.56215 -1.22698 -0.68538  0.007
7 Fe -0.33314 -0.11160 0.59623  3.765
8 C -2.77888 1.47155 -1.41260  0.023
9 H -0.22825 -0.39533 2.20734  -0.034
10 H -3.07712 1.09158 1.64416  0.001
11 C -1.55942 0.63110 -1.28592  0.235
12 C 0.19024 2.51886 -1.58317  0.005
13 H 0.14013 2.79875 -2.64637  0.021
14 H 1.21774 -2.76352 -0.71896  0.008
15 H -0.44717 -3.32035 -0.98873  -0.005
16 H 2.03636 0.98173 1.73610  -0.002
17 H 1.40744 1.01166 3.37216  0.007
18 C 2.13968 -0.02559 -1.56947  0.021
19 H 0.83583 -1.46892 3.11216  -0.003
20 H 3.06756 -0.70768 4.07989  0.000
21 H -3.63858 1.01575 -0.90513  0.003
22 H -0.47457 3.19922 -1.03527  0.005
23 C 1.86212 0.35750 2.62040  0.021
24 C -0.16018 -1.22698 -1.29149  0.189
25 C 0.88340 -0.75895 2.27780  0.034
26 C 3.19969 -0.16563 3.13862  0.011
27 C -0.21219 1.10227 -1.38254  0.176
28 H -3.08381 -1.86535 -2.26583  0.025
29 H 2.41852 -0.31717 -2.59328  0.019
30 H -3.05928 1.59291 -2.47014  0.015
31 H 2.63238 -0.73054 -0.88515  0.010
32 H 1.23677 -1.37611 1.43720  0.013
33 H 3.89289 0.65934 3.31741  0.001
34 C -1.53552 -0.79889 -1.23098  0.237
35 H 1.21752 2.69384 -1.24426  0.002
36 H -2.50619 -2.65441 -0.78801  0.002
37 C -2.73101 -1.68190 -1.23976  -0.005
38 C 0.32582 -2.63056 -1.34658  0.027
39 H 3.66597 -0.84762 2.42158  -0.001
40 H 2.54705 0.97403 -1.37796  -0.002

Calculated values
Highest occupied orbital energy (spin up / spin down) = -0.5894 / -0.6340 Eh
Total charge = +2
DFT total energy = -1848.6196 Eh
Molecular weight = 253.19 Da
Multiplicity = 6

(2)
Entry from OMol25: a 10-piece molecular cluster, C49H103BN5O17 overall at a distorted geometry (ωB97M-V/def2-TZVPD).

Each line ends with the Löwdin charge.
Cartesian coordinates (Å):
1 H -29.81030 13.57124 10.18709  0.075
2 C -18.59609 17.14977 2.69751  -0.041
3 H -29.06335 12.15828 10.79552  0.069
4 H -27.00852 12.72501 12.44094  0.117
5 H -9.21213 4.67834 1.81531  0.089
6 C -15.41851 20.82340 16.48235  -0.431
7 H -15.50943 22.37487 14.87050  0.076
8 H -17.12047 6.85351 0.39792  0.031
9 H -24.49941 3.25783 17.14880  0.075
10 H -23.46962 3.33832 15.71956  0.076
11 O -17.51279 10.54067 10.82503  0.105
12 H -17.33884 14.91480 2.53475  0.084
13 H -23.47225 9.01112 5.84383  0.026
14 C -29.76314 13.12024 13.28645  -0.025
15 N -9.78806 4.01516 -0.84799  -0.066
16 H -15.47930 22.95153 16.50198  0.060
17 O -17.99167 7.87143 8.56065  0.175
18 H -22.96673 2.40786 17.22921  0.077
19 H -10.34609 5.95151 -3.63624  0.089
20 C -15.16083 7.71365 6.63320  -0.377
21 H -28.08917 13.38126 10.17240  0.055
22 H -26.64587 16.35645 13.26258  0.114
23 C -28.97005 13.24426 10.79959  -0.036
24 C -7.74619 2.76234 -0.70504  -0.148
25 H -18.11472 19.34636 18.62162  0.074
26 O -15.63269 6.87639 8.71792  0.211
27 H -18.97663 14.68177 5.16972  0.113
28 H -21.84321 5.78227 15.28849  0.078
29 C -20.40460 5.50120 17.42983  -0.489
30 H -18.68369 14.50234 1.55785  0.082
31 O -14.68428 7.76017 5.50836  0.113
32 H -6.63801 4.62361 -1.01769  0.096
33 H -26.09328 14.31831 11.04711  0.103
34 H -7.81071 3.66355 1.96633  0.090
35 H -24.77461 5.58697 17.70397  0.072
36 H -18.57241 4.44200 16.84963  0.083
37 H -27.38403 13.83304 13.82383  0.113
38 H -19.52642 5.66568 19.37442  0.109
39 H -22.21477 16.53609 5.88071  0.125
40 C -19.18679 15.87702 3.22471  -0.516
41 C -17.47348 19.28223 16.47195  -0.459
42 H -27.61457 17.19832 9.68742  0.087
43 C -22.81861 4.59527 17.38877  -0.445
44 H -14.65467 17.81956 14.88941  0.108
45 C -15.01935 22.22470 15.83246  -0.039
46 C -7.10681 3.83127 -1.60125  -0.166
47 C -17.64444 18.68152 17.89711  -0.025
48 H -16.84921 17.31334 15.99964  0.113
49 H -11.19004 -0.08857 7.05525  0.031
50 C -10.42490 5.08790 -2.97589  -0.043
51 H -14.78991 17.89761 16.53220  0.105
52 H -13.99568 22.59906 15.82492  0.077
53 H -20.06162 7.78734 17.46824  0.085
54 C -19.05906 15.71609 4.83583  -0.091
55 H -25.37107 14.48876 12.65458  0.110
56 H -18.59404 20.11420 14.79595  0.081
57 H -30.82059 13.26880 13.06778  0.067
58 C -21.44135 16.10464 5.24528  -0.181
59 H -29.49216 12.07541 13.43807  0.078
60 H -27.79612 18.56311 11.71621  0.075
61 H -18.92109 17.39310 1.68595  0.081
62 C -28.78804 13.89641 12.24514  -0.414
63 H -7.77518 4.99666 0.84542  0.065
64 C -9.06550 6.34063 -1.41071  -0.037
65 H -6.36550 3.32746 -2.22151  0.106
66 H -14.97707 19.67026 18.39885  0.061
67 C -21.63496 5.09962 19.65310  -0.159
68 C -8.92747 3.34239 0.13094  -0.515
69 O -20.86874 15.78507 1.61694  -0.012
70 O -17.76355 6.70575 -0.29551  -0.058
71 H -25.97059 16.68576 11.69151  0.118
72 H -20.95870 18.59383 4.19720  0.071
73 C -17.35933 9.56261 10.10763  -0.372
74 H -8.46699 3.55874 -3.13462  0.111
75 H -7.05324 2.16601 -0.11147  0.120
76 H -18.03464 22.02042 16.96821  0.109
77 H -23.55238 6.81302 17.49882  0.061
78 H -11.14238 -1.58230 6.81356  0.025
79 C -22.61299 4.20973 18.86691  -0.172
80 H -23.20142 14.84780 3.53635  0.087
81 H -29.57240 13.64089 14.22488  0.066
82 H -9.73439 1.41660 -0.09388  0.085
83 H -18.59078 13.78638 3.07244  0.085
84 B -16.52514 8.08741 8.48808  -0.785
85 C -27.31885 13.72588 12.74107  -0.146
86 H -8.74039 7.02930 -2.19055  0.090
87 H -19.71466 4.04550 18.89277  0.114
88 C -18.41441 14.74557 2.58568  -0.043
89 O -30.45737 15.61988 12.06272  -0.015
90 C -21.64001 17.98965 3.59812  -0.023
91 H -14.77466 20.08985 14.43027  0.112
92 O -16.13585 8.48259 7.11198  0.208
93 H -17.50671 17.17413 2.72513  0.091
94 H -22.19751 3.21182 19.00708  0.111
95 C -18.82483 19.51367 15.67585  -0.037
96 C -28.16337 16.38440 11.67122  -0.477
97 H -21.60774 15.02998 5.31943  0.126
98 H -20.78862 16.72318 1.42945  0.065
99 H -23.86297 16.37269 4.01976  0.084
100 C -23.46431 3.28143 16.80806  -0.035
101 H -22.62277 18.41164 3.80833  0.080
102 O -14.17438 5.71611 7.48282  0.147
103 H -21.28548 7.24773 16.37698  0.076
104 C -14.67030 19.82424 15.48225  -0.147
105 H -19.02521 18.01073 3.21006  0.069
106 O -21.61250 4.85511 15.38208  -0.010
107 C -18.52014 8.60967 9.64661  -0.303
108 C -14.95437 6.60152 7.63159  -0.447
109 H -8.04504 2.01243 -1.43744  0.113
110 C -9.35570 4.96060 -1.92682  -0.551
111 H -13.58725 19.85432 15.60148  0.115
112 N -21.45412 4.70514 16.74566  -0.128
113 N -29.11495 15.36761 12.22398  -0.140
114 O -10.92297 -0.91300 7.46174  -0.056
115 H -16.98224 18.26986 14.50056  0.116
116 H -30.70588 15.63238 12.98992  0.101
117 O -19.64251 8.57879 10.08665  0.131
118 H -13.77384 20.86015 17.93612  0.076
119 C -28.49650 17.86409 12.17332  -0.030
120 H -8.18474 6.36064 -0.76888  0.070
121 O -15.09121 1.62449 12.29686  -0.054
122 O -16.24749 9.23161 9.44576  0.192
123 N -16.87347 20.62788 16.48597  -0.139
124 O -17.42095 21.45985 17.44856  -0.016
125 H -19.25048 5.49979 15.58947  0.088
126 H -23.35296 8.52632 7.27304  0.030
127 H -18.10236 16.16499 5.10283  0.109
128 H -21.60116 4.70055 20.66686  0.103
129 H -29.52181 18.11942 11.90565  0.068
130 H -18.42603 7.38256 -0.15663  0.026
131 N -20.58991 15.72714 2.98116  -0.108
132 H -10.34304 2.28133 1.33361  0.079
133 C -23.83915 5.80780 17.18993  -0.020
134 H -28.43519 18.08035 13.23989  0.072
135 C -9.45015 2.02989 0.76122  -0.042
136 H -29.19265 16.38342 9.84651  0.091
137 H -9.90161 6.78422 -0.87012  0.090
138 H -16.65607 18.54822 18.33694  0.060
139 C -26.73433 16.10276 12.20621  -0.141
140 H -24.13818 5.82193 16.14183  0.075
141 H -14.59743 0.81358 12.17509  0.024
142 H -10.89842 5.09828 0.26410  0.083
143 C -20.06757 16.41251 5.77735  -0.178
144 C -21.63660 16.44260 3.80112  -0.479
145 C -28.15264 16.38410 10.17282  -0.045
146 H -8.82083 1.49971 1.47602  0.086
147 C -14.84240 20.64509 17.93015  -0.030
148 H -7.77495 5.02728 -3.43278  0.130
149 C -26.28203 14.63262 12.07360  -0.178
150 O -23.69724 8.27701 6.41541  -0.056
151 C -15.16184 18.41551 15.64816  -0.201
152 C -8.13716 4.44196 -2.58761  -0.154
153 H -15.23598 21.32937 18.68179  0.074
154 C -8.41493 4.20738 1.24020  -0.037
155 C -20.81009 7.00744 17.32796  -0.028
156 C -19.10592 5.37392 16.66248  -0.041
157 H -21.59591 7.19950 18.05850  0.049
158 C -16.71192 18.29951 15.55610  -0.120
159 H -19.62927 19.86493 16.32206  0.073
160 H -10.62709 4.20952 -3.58880  0.091
161 H -19.82104 17.47361 5.73983  0.098
162 H -21.48021 18.20114 2.54084  0.072
163 H -19.22686 18.61645 15.20523  0.071
164 H -11.36244 5.30426 -2.46373  0.081
165 C -20.24973 4.99496 18.91067  -0.096
166 H -18.17157 17.73657 18.02867  0.083
167 H -18.40919 6.12111 17.04244  0.083
168 O -11.06815 4.38589 -0.35663  -0.006
169 C -23.04686 15.92362 3.45371  -0.043
170 H -27.65362 15.47940 9.82553  0.067
171 H -23.22241 16.10643 2.39359  0.075
172 H -23.60022 4.27958 19.32366  0.115
173 H -19.90669 16.05416 6.79411  0.115
174 H -14.45973 2.31992 12.11293  0.030
175 H -22.09411 6.08812 19.64197  0.095

Calculated values
Highest occupied orbital energy = -0.2572 Eh
Total charge = -1
DFT total energy = -3506.4702 Eh
Molecular weight = 1045.19 Da
Energy above the lowest of the compared OMol25 structures with the same formula, charge and spin = 31.0 kJ/mol

(3)
Entry from OMol25: C18H12BCl8GeN8OSc as an isolated structure at a distorted geometry (ωB97M-V/def2-TZVPD).

Each line ends with the Löwdin charge.
Cartesian coordinates (Å):
1 H -0.25020 -5.05982 2.19589  0.120
2 B -1.18011 -2.38639 1.42852  -0.614
3 C -1.23838 -3.44055 -2.18157  0.007
4 N -1.83598 -3.61901 1.95990  -0.033
5 H -1.43710 -4.11648 -2.99774  0.121
6 C -3.09198 0.50943 2.90717  0.003
7 C -0.59247 1.37565 -2.91905  -0.392
8 H -2.17678 -4.37865 -0.37748  0.138
9 C -1.61350 -3.58766 -0.85279  0.000
10 C -0.14667 1.80771 -4.15444  -0.568
11 Cl -4.48633 0.91812 -3.56359  0.788
12 Cl 1.15805 4.41525 -1.83817  0.396
13 C -1.94523 1.13171 -2.74875  -0.544
14 C -2.37122 1.70530 -5.04745  -0.685
15 C 1.04969 -2.83174 2.78775  -0.018
16 N 0.30824 -2.21396 1.85762  0.037
17 N -1.33824 0.16830 1.56965  -0.124
18 C -2.34920 -5.72183 2.38232  -0.033
19 O 0.27764 1.20081 -1.85763  -0.429
20 C -1.31019 -4.86052 2.20726  -0.080
21 N -0.49792 -1.70142 -0.99752  -0.105
22 Ge 1.73358 2.44071 -1.58300  -0.194
23 N -1.89646 -1.05275 1.87158  0.044
24 H -2.30070 -6.77622 2.60523  0.111
25 H 3.15171 -2.56105 3.42414  0.122
26 C -0.54073 -2.24729 -2.22169  -0.090
27 Cl 1.42174 2.02669 0.57609  0.399
28 N 1.06617 -1.24567 1.26295  -0.071
29 Cl 3.62375 1.63818 -1.91426  0.355
30 C 2.27876 -1.29555 1.82833  -0.098
31 Cl 1.54410 2.13272 -4.31402  0.793
32 H 0.63869 -3.60541 3.41434  0.132
33 H -3.52983 -1.68739 3.02709  0.126
34 Cl -3.45050 1.88965 -6.34806  0.787
35 C 2.32014 -2.28286 2.79699  -0.001
36 Cl -2.49597 0.65394 -1.17467  0.869
37 H -3.83755 0.99299 3.51769  0.122
38 N -3.20134 -3.66745 1.93149  0.069
39 H -0.07052 -1.75649 -3.06036  0.128
40 H -1.83369 2.15163 2.08872  0.128
41 H 3.06118 -0.61990 1.51779  0.118
42 N -1.16971 -2.53730 -0.15369  0.040
43 C -1.01709 1.98570 -5.21869  -0.680
44 C -2.94408 -0.85289 2.67783  -0.006
45 C -3.50334 -4.92348 2.20150  -0.118
46 Sc -0.02820 0.07583 -0.03818  0.806
47 Cl -0.41075 2.52639 -6.71455  0.792
48 C -2.83757 1.27188 -3.80345  -0.676
49 H -4.54073 -5.22420 2.25324  0.118
50 C -2.07704 1.10482 2.18929  -0.111

Calculated values
Highest occupied orbital energy = -0.5243 Eh
Total charge = +2
DFT total energy = -7750.2671 Eh
Molecular weight = 768.35 Da
Energy above the lowest of the compared OMol25 structures with the same formula, charge and spin = 28.4 kJ/mol